# 1
Entry from the OMol25 dataset: C12H16BBrCsFKNaO12P as an isolated structure at a distorted geometry (wB97M-V/def2-TZVPD).

```
47
Properties=species:S:1:pos:R:3
C 1.84574 -1.10829 -1.23726
C 0.64817 -0.24818 -0.81140
P -0.97430 -1.19324 -0.80538
C -1.02268 -2.36994 -2.18696
C -1.43199 -3.75885 -1.59135
C -2.42316 0.00801 -0.91420
C -3.21243 -0.07391 -2.22952
C -4.23629 -1.16960 -2.25219
O -4.07354 -2.29125 -1.96970
Br -6.00474 -0.47777 -2.70367
O -3.28182 -0.05563 0.31087
C -3.33740 -1.37323 0.86702
O -2.74262 -1.69061 1.81534
H 2.65860 -0.95260 -0.54211
H 2.15800 -0.85035 -2.23364
H 1.58152 -2.15806 -1.20354
H 0.83772 0.05820 0.19784
H 0.53315 0.66239 -1.40090
H -0.01330 -2.44361 -2.57880
H -1.67804 -2.07659 -2.99628
H -0.64622 -4.49281 -1.65500
H -2.29655 -4.14744 -2.09847
H -1.67345 -3.64263 -0.54771
H -1.97779 0.99809 -0.88368
H -2.54659 -0.14647 -3.07853
H -3.76070 0.84529 -2.39020
H -4.04073 -2.06981 0.40574
Na -4.46801 1.33714 -0.63434
B 3.01113 2.26480 3.70094
O 4.32106 2.25697 3.08353
C 5.25147 2.03417 4.03044
O 6.42091 1.96626 3.85450
C 4.49287 1.86948 5.38086
O 4.97216 1.65165 6.44078
O 3.18087 2.00840 5.11177
O 2.27575 3.52997 3.43883
C 1.18146 3.29529 2.77048
O 0.35799 4.06400 2.36745
C 1.11927 1.76828 2.52242
O 0.23619 1.19650 1.90102
O 2.13047 1.18086 3.06139
F -1.91482 -6.00062 -0.76596
K 2.34937 -0.11492 -3.61972
O 2.11479 3.91065 -3.64108
H 2.70918 4.44832 -4.17489
H 2.28852 4.19882 -2.73859
Cs -0.91922 -0.64712 2.62389
```

The value obtained for the total energy is -5191.9360 Eh. As for the total charge: +1.

# 2
Entry from the OMol25 dataset: a 13-piece molecular cluster, C42H116N6O16 overall at a distorted geometry (wB97M-V/def2-TZVPD).

```
180
Properties=species:S:1:pos:R:3
C 2.31760 -6.68744 1.82078
C 2.24843 -8.08711 2.35033
C 2.57528 -9.12544 1.27273
O 2.29233 -10.48583 1.76666
C 3.13379 -11.47791 1.28189
N 2.90866 -8.29365 3.66186
H 3.30827 -6.25114 1.94855
H 1.86122 -5.92058 2.44668
H 1.88832 -6.54913 0.82847
H 1.19436 -8.28594 2.54398
H 3.63730 -9.05247 1.03842
H 2.16383 -8.87113 0.29593
H 4.13141 -11.31345 1.68908
H 3.14184 -11.41367 0.19381
H 2.74005 -12.49118 1.36159
H 3.86940 -7.99807 3.76044
H 2.91580 -9.27279 3.90953
C 2.63766 -3.88406 9.48832
C 1.32828 -3.05676 9.50624
C 0.31500 -3.25605 8.36267
O -0.79466 -2.37221 8.48135
C -1.99637 -2.77506 7.92617
N 0.68899 -3.39141 10.79795
H 3.48972 -3.32333 9.10402
H 2.44682 -4.85498 9.03115
H 2.98544 -4.12430 10.49303
H 1.64519 -2.02277 9.64237
H -0.17354 -4.22726 8.28409
H 0.72819 -3.14178 7.36052
H -1.86194 -2.70333 6.84687
H -2.83265 -2.30344 8.44221
H -2.11743 -3.84844 8.07215
H -0.20531 -2.98231 11.02809
H 0.42502 -4.36542 10.83956
C 2.09843 7.55752 -1.01363
C 3.59210 7.47209 -1.42166
C 4.55339 8.65393 -0.95617
O 5.89871 8.57948 -1.51860
C 6.02766 8.66204 -2.92761
N 4.20246 6.14261 -1.15310
H 1.78641 7.68287 0.02320
H 1.48648 6.80776 -1.51511
H 1.65234 8.46035 -1.43075
H 3.56817 7.48500 -2.51131
H 4.39535 8.68837 0.12177
H 4.18858 9.58151 -1.39731
H 5.35282 9.41710 -3.33084
H 5.94795 7.71353 -3.45871
H 7.08459 8.91357 -3.01552
H 5.19676 6.28759 -1.25534
H 4.08905 5.93242 -0.17174
C 1.52814 4.75451 -7.82920
C 0.33946 4.36431 -7.02442
C -0.57858 5.59610 -6.68275
O 0.04997 6.86821 -6.58296
C -0.83846 7.98512 -6.61424
N -0.33450 3.14939 -7.21411
H 1.12990 4.94417 -8.82596
H 2.22985 3.92093 -7.80003
H 1.90755 5.59512 -7.24823
H 0.82947 4.12854 -6.07973
H -1.20506 5.41072 -5.81026
H -1.21947 5.54946 -7.56320
H -1.49576 7.84002 -5.75692
H -1.37556 8.05645 -7.56005
H -0.24049 8.89645 -6.61222
H 0.30473 2.36754 -7.22755
H -0.66067 3.16305 -8.16990
C 5.61264 2.90554 4.41531
C 5.10050 4.19951 5.00422
C 6.13667 5.36435 4.80832
O 5.59134 6.59240 5.19717
C 6.46637 7.65256 5.50357
N 3.85359 4.62126 4.41560
H 6.40619 2.52249 5.05691
H 6.24230 3.00960 3.53167
H 4.72319 2.27569 4.43115
H 4.75862 3.97412 6.01438
H 6.43408 5.49239 3.76752
H 7.03348 5.09099 5.36429
H 6.01086 8.39504 6.15879
H 6.66989 8.23793 4.60690
H 7.41712 7.35132 5.94338
H 3.77694 5.59692 4.66521
H 3.05531 4.23840 4.90167
C -10.41580 0.22332 3.81488
C -9.25380 -0.78423 3.42615
C -9.50547 -1.44865 2.03439
O -8.34819 -2.25193 1.70183
C -8.13119 -2.38812 0.33339
N -8.01467 -0.10697 3.50372
H -11.37094 -0.29757 3.88174
H -10.60731 0.90205 2.98377
H -10.05830 0.67533 4.74007
H -9.27229 -1.56693 4.18453
H -9.62010 -0.76660 1.19192
H -10.42041 -2.03451 1.94634
H -8.09004 -1.40685 -0.13939
H -8.96694 -2.96165 -0.06744
H -7.29891 -3.03935 0.06634
H -8.05599 0.62934 2.81362
H -7.46421 -0.83711 3.07478
C -1.43765 -0.73600 0.00551
C -0.25695 0.11422 0.44546
C 0.95360 0.07085 -0.50346
O -0.68186 1.45614 0.54959
H -1.22140 -1.79844 0.11762
H -1.52693 -0.51252 -1.05759
H -2.38421 -0.32592 0.35758
H 0.07899 -0.17375 1.44161
H 0.86104 0.74076 -1.35831
H 1.06782 -0.97990 -0.76985
H 1.84877 0.27172 0.08511
H 0.06628 1.99656 0.81383
C -3.41846 -11.86946 -2.96778
C -2.43222 -11.03151 -2.17748
C -2.93334 -9.59994 -1.87026
O -2.28091 -11.86725 -1.05472
H -3.35420 -11.44440 -3.96943
H -4.45506 -11.77965 -2.64300
H -3.14357 -12.91978 -3.06440
H -1.39280 -11.04441 -2.50541
H -2.32032 -9.01504 -1.18456
H -3.99710 -9.45993 -1.67814
H -2.70576 -9.02078 -2.76518
H -1.66172 -11.49108 -0.42488
C 2.14662 -4.08905 -7.20824
C 2.78454 -3.20823 -6.13621
C 3.80655 -3.82729 -5.20462
O 3.34745 -2.06713 -6.71609
H 1.36441 -4.74972 -6.83440
H 2.89516 -4.65718 -7.76054
H 1.62630 -3.56943 -8.01284
H 1.94238 -2.81286 -5.56827
H 4.10739 -3.23348 -4.34149
H 4.63667 -4.07856 -5.86481
H 3.46921 -4.75388 -4.74015
H 3.83909 -1.60288 -6.03466
C -4.57566 -2.12935 -6.49983
C -5.09453 -0.98777 -7.36496
C -6.46813 -1.21105 -7.86883
O -5.25649 0.10860 -6.47487
H -3.84544 -1.65174 -5.84655
H -4.18362 -2.98511 -7.04945
H -5.32376 -2.64609 -5.89866
H -4.50423 -0.78551 -8.25867
H -6.40967 -1.86167 -8.74139
H -6.96561 -0.32401 -8.26098
H -7.01486 -1.78336 -7.11939
H -4.35622 0.29868 -6.20102
C -6.02190 4.80209 -1.63628
C -7.28181 5.76325 -1.80542
O -6.71480 6.84904 -2.45373
O -5.38565 5.15203 -0.44083
H -5.34053 4.76498 -2.48625
H -6.36285 3.77336 -1.51974
H -7.79545 6.07093 -0.89460
H -7.92868 5.27362 -2.53337
H -6.31888 7.44217 -1.81105
H -4.69875 4.49711 -0.29646
C -2.18174 3.30895 9.73180
C -2.63855 3.34069 8.33414
O -1.81729 4.07584 7.40701
O -1.07699 2.45734 9.83888
H -2.82932 2.90820 10.51163
H -1.83742 4.28441 10.07535
H -3.71458 3.48787 8.24146
H -2.52839 2.38965 7.81307
H -2.18723 3.93066 6.53313
H -1.19805 1.69393 9.26953
C 8.09786 1.87329 -4.57846
C 9.04102 0.98429 -5.33930
O 10.39671 1.16231 -4.83792
O 6.82633 1.34776 -4.44224
H 8.19563 2.87697 -4.99218
H 8.59926 1.85219 -3.61085
H 9.04043 1.14415 -6.41752
H 8.76298 -0.05976 -5.19521
H 10.37537 1.03293 -3.88692
H 6.36027 2.06880 -4.01273
```

The value obtained for the total energy is -3201.7035 Eh.

# 3
Entry from the OMol25 dataset: a 2-piece molecular cluster, C3H2BrNO2 overall at a distorted geometry (wB97M-V/def2-TZVPD).

```
9
Properties=species:S:1:pos:R:3
C 0.70518 1.72341 -1.38217
C -1.25852 -0.48409 0.51983
C -0.50871 -1.35806 1.04998
N 0.86629 0.68018 -0.75475
O 0.41978 2.70967 -1.95320
O -2.00081 0.23426 -0.02189
Br 2.16800 -0.28937 -0.12836
H 0.14512 -1.94971 0.56622
H -0.53632 -1.26631 2.10434
```

The value obtained for the total energy is -2894.6726 Eh. Its SMILES is O=C=NBr.C=C=O. The value obtained for the energy relative to the best compared isomer or geometry (same formula, charge and spin) is 2.053 eV.

# 4
Entry from the OMol25 dataset: C8H14ClN2O as an isolated structure at a distorted geometry (wB97M-V/def2-TZVPD).

```
26
Properties=species:S:1:pos:R:3
C -1.97008 -0.65418 -0.40739
C 2.64487 0.85186 0.26163
C 1.54949 1.45545 -0.59820
C 2.03049 -0.00339 1.32751
C 0.82577 0.57012 -1.57934
C 1.42973 -1.22323 0.88241
C -0.14776 -0.24479 -0.83393
C -4.08325 -0.54849 0.66869
N -0.99872 -1.22295 -1.21764
N -1.11723 0.33344 -0.00266
O -3.16442 -1.13652 -0.21095
Cl 2.30726 -2.19846 -0.23839
H 3.41572 0.36903 -0.26377
H 3.10730 1.70933 0.82783
H 0.88234 2.11625 -0.00765
H 2.08578 2.13045 -1.29549
H 2.71775 -0.40491 2.06263
H 1.30127 0.57793 1.73698
H 0.24716 1.29508 -2.28860
H 1.49487 -0.05803 -2.15823
H 0.70399 -1.75395 1.60324
H -4.23653 0.55327 0.50967
H -3.80232 -0.68319 1.71806
H -5.07048 -0.96540 0.64607
H -0.93636 -2.19296 -1.37155
H -1.21665 1.32826 0.22906
```

The value obtained for the total energy is -957.7406 Eh. As for the spin multiplicity: 3. As for the total charge: +1.

Repeat the fourth record exactly.
Entry from the OMol25 dataset: C8H14ClN2O as an isolated structure at a distorted geometry (wB97M-V/def2-TZVPD).

```
26
Properties=species:S:1:pos:R:3
C -1.97008 -0.65418 -0.40739
C 2.64487 0.85186 0.26163
C 1.54949 1.45545 -0.59820
C 2.03049 -0.00339 1.32751
C 0.82577 0.57012 -1.57934
C 1.42973 -1.22323 0.88241
C -0.14776 -0.24479 -0.83393
C -4.08325 -0.54849 0.66869
N -0.99872 -1.22295 -1.21764
N -1.11723 0.33344 -0.00266
O -3.16442 -1.13652 -0.21095
Cl 2.30726 -2.19846 -0.23839
H 3.41572 0.36903 -0.26377
H 3.10730 1.70933 0.82783
H 0.88234 2.11625 -0.00765
H 2.08578 2.13045 -1.29549
H 2.71775 -0.40491 2.06263
H 1.30127 0.57793 1.73698
H 0.24716 1.29508 -2.28860
H 1.49487 -0.05803 -2.15823
H 0.70399 -1.75395 1.60324
H -4.23653 0.55327 0.50967
H -3.80232 -0.68319 1.71806
H -5.07048 -0.96540 0.64607
H -0.93636 -2.19296 -1.37155
H -1.21665 1.32826 0.22906
```

The value obtained for the total energy is -957.7406 Eh. As for the spin multiplicity: 3. As for the total charge: +1.